A structure of composition CH2FNO2S2. Source: the Open Molecules 2025 dataset; level of theory: ωB97M-V/def2-TZVPD.

Last column: natural (NBO) charge in e.
CARTESIAN COORDINATES (ANGSTROEM)
C: -0.638 -0.521 0.404  0.871
N: 0.482 -0.013 0.014  -0.732
O: -1.039 -1.536 0.782  -0.494
O: -1.665 0.807 0.384  -0.260
F: -2.862 0.386 0.959  -0.145
S: 0.561 1.593 -0.713  0.263
S: 1.560 -1.321 -0.248  0.240
H: 1.808 1.827 -0.048  0.144
H: 1.792 -1.224 -1.534  0.112


A cluster of 2 separate species, CH2FNOS in total. Source: the Open Molecules 2025 dataset; level of theory: ωB97M-V/def2-TZVPD.

Last column: natural (NBO) charge in e.
CARTESIAN COORDINATES (ANGSTROEM)
C: 0.903 0.052 0.006  -0.501
N: -0.786 -1.006 0.413  -0.153
O: 3.319 0.164 -0.169  -0.905
F: -0.710 -2.192 -0.307  -0.238
S: 2.265 -0.683 0.244  1.244
H: 0.842 0.981 -0.564  0.230
H: -1.440 -0.389 0.056  0.324


Going through the records in order, we get molecular weight values of 143.16; 95.10 u.
Going through the records in order, we get highest occupied orbital energy values of -0.3624; -0.3753 hartree.
Going through the records in order, we get relative energy (zero: lowest compared OMol25 entry of this formula, charge and spin) values of 101.8; 142.8 kcal/mol.